DFT (ωB97M-V with the def2-TZVPD basis set) results for C48H36AsN4O12PS3Ti as an isolated structure.

HOMO	-2.449	eV
relative energy (zero: lowest compared OMol25 entry of this formula, charge and spin)	50.86	kJ/mol
Kohn-Sham gap	6.486	eV
calculated total energy	-206642.2006	eV
total charge	-2
max |F|	1.57	eV Å⁻¹

Element x y z (Å)
Ti (1.00, 1.48, 0.07)
O (0.12, 2.23, 1.43)
C (-0.38, 2.42, 2.66)
C (-1.49, 3.23, 2.82)
C (-2.01, 3.45, 4.08)
C (-1.42, 2.87, 5.20)
C (-0.30, 2.07, 5.02)
C (0.22, 1.82, 3.76)
C (1.41, 0.97, 3.58)
N (1.52, -0.06, 2.78)
C (2.83, -0.49, 2.91)
C (3.50, 0.29, 3.79)
N (2.57, 1.20, 4.25)
H (-1.92, 3.69, 1.94)
H (-2.89, 4.08, 4.20)
H (-1.83, 3.02, 6.19)
H (0.17, 1.59, 5.88)
H (3.21, -1.31, 2.31)
H (4.52, 0.28, 4.13)
H (2.78, 2.08, 4.70)
S (-2.22, -0.79, -1.09)
C (-2.77, -2.18, -0.15)
C (-3.88, -2.91, -0.57)
C (-4.32, -4.01, 0.16)
C (-3.64, -4.37, 1.31)
C (-2.53, -3.65, 1.73)
C (-2.07, -2.55, 1.02)
As (-0.57, -1.38, 1.60)
C (0.83, -2.63, 0.96)
C (0.73, -3.16, -0.32)
C (1.71, -4.00, -0.83)
C (2.84, -4.30, -0.06)
C (2.96, -3.76, 1.21)
C (1.96, -2.93, 1.72)
C (-0.62, -1.92, 3.49)
C (-1.15, -0.97, 4.36)
C (-1.19, -1.19, 5.73)
C (-0.71, -2.39, 6.26)
C (-0.22, -3.36, 5.40)
C (-0.18, -3.13, 4.02)
H (-4.40, -2.59, -1.47)
H (-5.19, -4.56, -0.17)
H (-3.99, -5.21, 1.90)
H (-2.04, -3.95, 2.64)
H (-0.12, -2.91, -0.95)
H (1.61, -4.41, -1.83)
H (3.62, -4.94, -0.46)
H (3.83, -3.97, 1.81)
H (2.07, -2.51, 2.71)
H (-1.56, -0.05, 3.96)
H (-1.60, -0.43, 6.39)
H (-0.72, -2.56, 7.33)
H (0.13, -4.31, 5.79)
H (0.20, -3.91, 3.37)
O (3.68, -1.01, -0.54)
C (2.91, -0.24, -1.03)
O (1.60, -0.14, -0.67)
C (3.31, 0.68, -2.20)
P (1.78, 1.17, -3.15)
C (2.38, 2.48, -4.29)
C (1.40, 3.19, -4.99)
C (1.75, 4.17, -5.91)
C (3.09, 4.47, -6.12)
C (4.07, 3.80, -5.41)
C (3.72, 2.80, -4.50)
C (1.77, -0.28, -4.33)
C (1.54, -0.13, -5.70)
C (1.51, -1.24, -6.55)
C (1.69, -2.52, -6.04)
C (1.89, -2.68, -4.68)
C (1.92, -1.58, -3.83)
H (4.03, 0.16, -2.82)
H (3.75, 1.57, -1.76)
H (0.35, 2.98, -4.79)
H (0.97, 4.69, -6.46)
H (3.37, 5.24, -6.83)
H (5.11, 4.04, -5.55)
H (4.49, 2.29, -3.95)
H (1.40, 0.85, -6.13)
H (1.35, -1.09, -7.61)
H (1.67, -3.38, -6.70)
H (2.02, -3.67, -4.26)
H (2.06, -1.75, -2.77)
O (-1.25, 3.45, -1.97)
C (-1.45, 2.41, -1.38)
O (-0.48, 1.58, -1.02)
C (-2.80, 1.89, -1.04)
C (-3.87, 2.29, -1.76)
C (-5.16, 1.73, -1.51)
C (-5.36, 0.91, -0.40)
C (-4.29, 0.52, 0.35)
C (-2.89, 0.72, -0.09)
N (-4.54, -0.08, 1.63)
O (-5.70, -0.28, 2.00)
O (-3.58, -0.34, 2.35)
N (-6.27, 2.09, -2.32)
O (-6.10, 2.90, -3.24)
O (-7.37, 1.60, -2.09)
H (-3.77, 3.07, -2.50)
H (-6.36, 0.64, -0.10)
H (-2.21, 0.83, 0.74)
O (4.39, 3.62, 0.50)
S (3.02, 3.29, 0.78)
O (2.83, 1.74, 0.67)
O (2.53, 3.76, 2.06)
S (1.73, 3.74, -0.73)



DFT (ωB97M-V with the def2-TZVPD basis set) results for C48H36ClGaN4O8 as an isolated structure.

HOMO	-7.167	eV
Kohn-Sham gap	5.918	eV
calculated total energy	-137594.3265	eV
max |F|	0.21	eV Å⁻¹

Element x y z (Å)
Ga (0.11, -0.07, 0.13)
C (-6.98, -6.37, 2.87)
O (-5.94, -5.86, 3.69)
C (-5.05, -5.01, 3.11)
C (-5.09, -4.62, 1.78)
C (-4.12, -3.75, 1.29)
C (-3.12, -3.25, 2.12)
C (-3.10, -3.64, 3.45)
C (-4.05, -4.51, 3.95)
C (-2.10, -2.30, 1.58)
C (-1.12, -2.81, 0.72)
C (-1.02, -4.19, 0.36)
C (0.00, -4.29, -0.52)
C (0.54, -2.97, -0.69)
N (-0.15, -2.08, 0.09)
C (1.62, -2.68, -1.51)
C (2.22, -1.43, -1.58)
C (3.34, -1.12, -2.42)
C (3.65, 0.18, -2.20)
C (2.72, 0.67, -1.22)
C (2.72, 1.98, -0.75)
C (3.74, 2.93, -1.29)
C (3.36, 3.89, -2.21)
C (4.29, 4.78, -2.74)
C (5.61, 4.72, -2.33)
O (6.59, 5.54, -2.77)
C (6.24, 6.53, -3.72)
C (6.00, 3.76, -1.40)
C (5.07, 2.87, -0.89)
C (1.79, 2.46, 0.15)
N (0.72, 1.76, 0.67)
C (0.02, 2.66, 1.43)
C (-1.16, 2.42, 2.12)
C (-1.84, 3.56, 2.79)
C (-2.69, 4.38, 2.06)
C (-3.34, 5.45, 2.66)
C (-3.13, 5.72, 4.01)
O (-3.71, 6.74, 4.69)
C (-4.59, 7.59, 3.97)
C (-2.27, 4.90, 4.75)
C (-1.64, 3.84, 4.14)
C (-1.75, 1.16, 2.19)
C (-2.94, 0.89, 2.94)
C (-3.19, -0.43, 2.81)
C (-2.17, -0.97, 1.96)
N (-1.30, 0.02, 1.59)
C (0.68, 3.94, 1.42)
C (1.77, 3.81, 0.64)
N (1.85, -0.32, -0.86)
C (2.17, -3.77, -2.36)
C (3.42, -4.34, -2.09)
C (3.92, -5.36, -2.87)
C (3.19, -5.83, -3.96)
O (3.77, -6.83, -4.68)
C (3.06, -7.33, -5.80)
C (1.95, -5.28, -4.25)
C (1.45, -4.26, -3.44)
H (-7.57, -7.02, 3.51)
H (-6.57, -6.96, 2.05)
H (-7.61, -5.57, 2.48)
H (-5.85, -4.98, 1.11)
H (-4.15, -3.44, 0.25)
H (-2.33, -3.26, 4.11)
H (-4.04, -4.83, 4.99)
H (-1.65, -4.97, 0.75)
H (0.38, -5.17, -1.00)
H (3.81, -1.81, -3.10)
H (4.43, 0.76, -2.66)
H (2.33, 3.93, -2.54)
H (3.96, 5.51, -3.46)
H (7.15, 7.08, -3.94)
H (5.49, 7.22, -3.31)
H (5.85, 6.08, -4.64)
H (7.04, 3.72, -1.09)
H (5.38, 2.13, -0.16)
H (-2.85, 4.17, 1.01)
H (-4.00, 6.07, 2.06)
H (-4.94, 8.33, 4.69)
H (-5.44, 7.03, 3.57)
H (-4.07, 8.10, 3.15)
H (-2.12, 5.13, 5.79)
H (-0.97, 3.21, 4.72)
H (-3.50, 1.62, 3.50)
H (-4.01, -1.00, 3.23)
H (0.34, 4.81, 1.96)
H (2.51, 4.55, 0.40)
H (3.99, -3.98, -1.24)
H (4.89, -5.80, -2.66)
H (3.68, -8.11, -6.23)
H (2.89, -6.55, -6.54)
H (2.10, -7.76, -5.50)
H (1.36, -5.62, -5.09)
H (0.49, -3.82, -3.67)
O (-1.98, 2.40, -1.08)
Cl (-1.30, 1.59, -2.04)
O (-0.02, 2.13, -2.36)
O (-2.08, 1.33, -3.19)
O (-1.07, 0.24, -1.40)



Question: HOMO of number 2 (C48H36ClGaN4O8)?
Answer: -7.167 eV



Question: calculated total energy of number 2 (C48H36ClGaN4O8)?
Answer: -137594.3265 eV



Question: Among the records above, which one has the highest calculated total energy?
Answer: C48H36ClGaN4O8